# 1
Molecular formula: C4H6N2O6
Method: DFT, the ωB97M-V functional and the def2-TZVPD basis

```
18
Properties=species:S:1:pos:R:3:forces:R:3
C -0.485896 0.130552 -0.311952 -0.77 -0.59 0.85
C -1.316675 -0.200097 -1.585714 1.44 -2.53 1.80
C -1.957588 -0.176104 1.523649 -0.89 1.94 0.63
C 1.655138 0.373793 0.010728 0.01 1.71 -1.24
N 1.524815 -0.829946 0.409752 0.27 -0.72 0.67
N 2.898878 1.054381 -0.239462 -0.20 -2.36 1.61
O 2.302201 -1.619925 0.935751 -1.73 0.30 -0.65
O 3.870385 0.404307 0.081965 0.84 0.52 -0.25
O -1.122575 0.745143 0.781506 0.62 -1.34 -0.79
O 0.068373 -1.127135 0.096180 1.51 -0.17 0.47
O 2.806425 2.137908 -0.702351 0.51 1.79 -0.85
O 0.619188 0.989400 -0.570602 -0.67 -1.01 -0.25
H -2.352539 -0.556201 -1.333753 1.16 0.41 -0.40
H -1.253035 0.666146 -2.129835 -0.58 2.10 -1.65
H -0.657477 -0.989110 -2.109252 -1.52 1.09 0.63
H -1.746129 -0.019818 2.610364 -0.05 -0.38 -0.97
H -2.950401 0.226052 1.305501 -0.27 -0.52 0.42
H -1.903080 -1.209345 1.227525 0.34 -0.23 -0.05
```
Forces are in eV/Å.

Output
Electronic energy   -716.691544 hartree
E_HOMO (alpha / beta)   -0.3573 / -0.3573 hartree
E_LUMO (alpha / beta)   -0.81 / -0.81 eV
Energy above the lowest of the compared OMol25 structures with the same formula, charge and spin   61.7 kcal per mole
HOMO-LUMO gap (alpha / beta)   8.910 / 8.912 eV
Total charge   0

Atom charges from the Mulliken analysis, given in e for atoms 1 to 4: atom 1 (C): 1.05, atom 2 (C): -1.16, atom 3 (C): -0.79, atom 4 (C): 0.15

***

# 2
Molecular formula: C25H25N3O6S
Method: DFT, the ωB97M-V functional and the def2-TZVPD basis

```
60
Properties=species:S:1:pos:R:3:forces:R:3
C 4.867414 3.671577 -0.949074 -0.12 -0.24 0.00
H 5.889691 3.718180 -1.314478 0.12 0.04 -0.01
H 4.227748 4.202795 -1.649758 -0.04 0.08 -0.06
H 4.827022 4.175558 0.012447 0.02 0.13 0.09
C 4.431092 2.210338 -0.855475 0.43 -0.11 -0.35
N 3.001693 2.090724 -0.584022 0.32 0.13 0.10
C 2.226080 1.486622 -1.505285 -0.46 -0.12 -0.03
O 2.647627 1.130544 -2.589772 -0.02 -0.16 -0.30
C 0.754398 1.277197 -1.170192 -0.28 -0.23 0.12
H 0.258020 0.893446 -2.060419 0.12 0.17 0.07
H 0.253971 2.186683 -0.841914 0.05 0.01 -0.06
S 0.563758 0.018320 0.134588 0.44 -0.04 -0.15
C -1.177192 0.070376 0.326694 0.02 0.67 -0.57
N -1.830343 0.914986 -0.390498 0.48 -0.02 -0.12
C -3.186721 0.976301 -0.254750 -0.56 -0.40 0.50
C -3.862994 0.149913 0.660663 0.15 0.28 -0.32
C -5.260267 0.211658 0.805847 -0.35 0.22 -0.16
C -5.925743 1.107813 0.021230 0.47 0.03 -0.10
C -5.249340 1.936453 -0.895361 -0.01 -0.32 0.32
C -3.893345 1.894063 -1.053762 -0.39 0.07 -0.02
H -3.369638 2.521450 -1.753097 0.10 0.09 -0.10
O -6.154588 2.725602 -1.537132 0.55 -0.06 -0.02
C -7.421227 2.381139 -1.015171 -1.16 0.48 -0.31
O -7.265523 1.374110 -0.041323 0.17 -0.27 0.25
H -7.884309 3.270057 -0.558282 0.19 -0.21 -0.06
H -8.066380 2.013505 -1.828918 0.22 0.03 0.18
H -5.755517 -0.431812 1.513009 -0.08 -0.08 0.09
C -3.106626 -0.790859 1.472232 -0.01 0.19 -0.05
O -3.581408 -1.545225 2.297014 -0.20 -0.17 0.09
N -1.722563 -0.775350 1.241300 -0.24 0.02 0.10
C -0.896493 -1.717340 1.977866 0.11 -0.33 0.29
C -0.369290 -2.814980 1.089962 0.19 -0.12 0.06
C 0.974255 -3.151478 1.106341 -0.28 0.03 0.12
C 1.487852 -4.164803 0.300624 -0.06 -0.32 -0.28
C 0.604378 -4.814624 -0.524784 -0.48 0.26 0.13
C -0.751539 -4.479348 -0.547915 0.55 0.01 0.12
C -1.263344 -3.489478 0.251426 0.04 -0.25 -0.20
H -2.313501 -3.248359 0.237305 -0.18 0.04 -0.01
O -1.400896 -5.277038 -1.449620 -0.18 0.34 0.30
C -0.414292 -6.124721 -1.998069 -0.20 -0.89 -0.89
O 0.835109 -5.832085 -1.410055 0.32 0.23 0.29
H -0.355712 -5.966313 -3.086994 0.01 0.05 0.28
H -0.678797 -7.175463 -1.798396 0.07 0.27 0.04
H 2.532238 -4.425451 0.316179 0.16 -0.03 -0.01
H 1.644847 -2.614560 1.758876 0.09 0.12 0.08
H -1.549689 -2.137921 2.750622 0.21 0.18 -0.11
H -0.071413 -1.177270 2.450451 -0.08 -0.06 0.04
C 2.599988 2.499102 0.743037 -0.16 -0.10 0.41
H 1.523790 2.406332 0.865794 0.04 0.08 -0.07
C 3.320475 1.653893 1.794371 0.09 0.31 -0.03
C 4.828687 1.793833 1.618079 -0.06 -0.23 -0.05
C 5.216308 1.411696 0.192128 -0.06 0.18 0.01
H 6.283669 1.569601 0.033516 0.05 -0.05 -0.05
H 5.005191 0.350615 0.042113 0.04 -0.06 -0.04
H 5.128518 2.822280 1.827584 0.04 0.05 0.07
H 5.350982 1.147597 2.325537 0.05 0.07 0.04
H 3.017490 1.977400 2.791070 -0.05 -0.03 0.04
H 3.028309 0.609528 1.666588 -0.05 -0.03 0.05
H 2.865087 3.553286 0.877282 -0.09 -0.02 0.04
H 4.582975 1.749899 -1.837278 -0.04 0.11 0.25
```
Forces are in eV/Å.

Output
Electronic energy   -1981.594070 hartree
SMILES   C[C@H]1CCCCN1C(=O)CSc1nc2cc3c(cc2c(=O)n1Cc1ccc2c(c1)OCO2)OCO3
E_HOMO   -0.2913 hartree
E_LUMO   0.64 eV
Energy above the lowest of the compared OMol25 structures with the same formula, charge and spin   0.0 kcal per mole
HOMO-LUMO gap   8.561 eV
Total charge   0

Atom charges from the Mulliken analysis, given in e for atoms 1 to 4: atom 1 (C): -1.55, atom 2 (H): 0.43, atom 3 (H): 0.37, atom 4 (H): 0.32

***

# 3
Molecular formula: C4H7NO
Method: DFT, the ωB97M-V functional and the def2-TZVPD basis

```
13
Properties=species:S:1:pos:R:3:forces:R:3
C -1.784128 -0.169606 -0.265048 -0.22 0.00 0.02
N -0.368415 -0.294868 -0.111658 0.12 -0.15 -0.41
C 0.554073 -1.018973 0.655278 0.11 -0.28 0.03
C 0.681707 0.478044 0.444401 -0.01 0.30 -0.10
C 1.569715 1.002660 -0.638052 0.31 0.23 0.10
O 2.254082 1.992031 -0.569353 -0.20 -0.31 0.00
H -2.247907 -1.148205 -0.122000 0.02 0.11 0.04
H -1.954162 0.129520 -1.303318 -0.30 0.06 0.15
H -2.269119 0.558073 0.393863 0.11 -0.05 0.13
H 0.356894 -1.336734 1.681776 -0.13 0.14 -0.09
H 1.171352 -1.705734 0.078156 0.16 0.02 0.21
H 0.557773 1.118965 1.324034 -0.12 -0.15 -0.20
H 1.478135 0.394827 -1.568079 0.17 0.10 0.12
```
Forces are in eV/Å.

Output
Electronic energy   -286.529676 hartree
SMILES   CN1C[C@H]1C=O
E_HOMO   -0.3310 hartree
E_LUMO   0.87 eV
Energy above the lowest of the compared OMol25 structures with the same formula, charge and spin   64.0 kcal per mole
HOMO-LUMO gap   9.878 eV
Total charge   0

Atom charges from the Mulliken analysis, given in e for atoms 1 to 4: atom 1 (C): -0.82, atom 2 (N): -0.10, atom 3 (C): -0.42, atom 4 (C): -0.05

***

# 4
Molecular formula: C4H8N4O2S
Method: DFT, the ωB97M-V functional and the def2-TZVPD basis

```
19
Properties=species:S:1:pos:R:3:forces:R:3
C 1.317931 1.019632 -0.988736 -1.33 0.36 -0.26
C 0.349566 -0.313344 0.219830 -2.81 -4.24 2.47
C -1.155854 1.460915 -0.836910 -1.42 2.36 1.94
C -0.182867 -2.422170 2.174744 -1.27 -1.16 -4.09
N 2.202398 0.193303 -0.578664 1.41 -0.66 0.16
N 1.561786 -0.747663 0.193538 -0.46 1.03 0.01
N 0.024938 0.745348 -0.518328 3.00 0.76 -0.46
N 1.563492 1.965171 -1.890853 -2.30 1.92 -0.66
O -2.007959 -0.469851 1.304695 0.04 0.22 1.16
O -1.447597 -2.264048 -0.191980 0.70 -0.34 0.15
S -0.999869 -1.399711 0.870821 0.30 0.40 -0.90
H -1.016292 1.921612 -1.777464 -0.15 -0.05 -1.36
H -2.050336 0.881863 -0.739536 -0.21 -0.72 -0.47
H -1.440203 2.378977 -0.171462 1.16 -1.58 -0.48
H 0.822063 -2.159463 2.093718 1.92 -0.18 -0.43
H -0.488223 -2.131669 3.077906 -1.64 1.22 3.55
H -0.474531 -3.479322 1.949769 0.60 1.02 0.12
H 2.472247 2.043325 -2.213835 1.80 0.23 -0.57
H 0.949311 2.777098 -1.977252 0.65 -0.59 0.12
```
Forces are in eV/Å.

Output
Electronic energy   -924.840146 hartree
E_HOMO   -0.3279 hartree
E_LUMO   0.58 eV
Energy above the lowest of the compared OMol25 structures with the same formula, charge and spin   13.4 kcal per mole
HOMO-LUMO gap   9.502 eV
Total charge   0

Atom charges from the Mulliken analysis, given in e for atoms 1 to 4: atom 1 (C): 0.43, atom 2 (C): 0.24, atom 3 (C): -0.83, atom 4 (C): -1.01